{
  "formula": "C4H8N2",
  "method": "ωB97M-V/def2-TZVPD",
  "e_tot_ev": -7257.5791,
  "lumo_ha": 0.03304,
  "smiles": "CC[C@@H](N)C#N",
  "total_charge": 0,
  "spin_multiplicity": 1,
  "gap_ev": 11.26,
  "de_lowest_kcal_mol": 6.83,
  "elements": ["H", "H", "N", "C", "H", "H", "C", "N", "H", "H", "C", "H", "H", "C"],
  "xyz": [[-0.3770, -1.0653, -1.1375], [0.7219, -0.3330, 1.5455], [1.8547, -0.8652, -0.0987], [-0.5960, -0.6853, -0.1331], [2.7263, -0.5697, 0.3311], [1.9308, -0.6631, -1.0919], [0.7225, -0.1454, 0.4656], [0.9131, 2.4820, 0.2385], [-1.9487, 0.7788, 0.7666], [-1.4976, 1.1334, -0.9041], [0.8247, 1.3317, 0.3239], [-0.8878, -1.5556, 0.4627], [-2.6493, -0.1671, -0.5612], [-1.7375, 0.3238, -0.2074]],
  "forces_ev_per_angstrom": [[0.009, 0.091, 0.095], [-0.036, 0.061, -0.116], [0.149, 0.127, -0.061], [0.013, -0.046, -0.035], [-0.108, -0.049, -0.027], [-0.007, -0.064, 0.097], [-0.153, -0.007, 0.120], [-0.033, -1.039, 0.028], [0.017, -0.094, -0.121], [-0.056, -0.098, 0.125], [0.084, 0.919, -0.085], [0.058, 0.091, -0.099], [0.119, 0.078, 0.076], [-0.056, 0.032, 0.003]],
  "nbo_charge": [0.2058, 0.2287, -0.7967, -0.3854, 0.3671, 0.3598, -0.1510, -0.3312, 0.2109, 0.2179, 0.2567, 0.2163, 0.2187, -0.6176]
}

{
  "formula": "C4H8N2",
  "method": "ωB97M-V/def2-TZVPD",
  "e_tot_ev": -7254.0689,
  "lumo_ha": 0.03736,
  "total_charge": 0,
  "spin_multiplicity": 1,
  "gap_ev": 9.12,
  "de_lowest_kcal_mol": 87.78,
  "elements": ["C", "N", "H", "C", "H", "H", "H", "H", "N", "H", "H", "C", "H", "C"],
  "xyz": [[1.5456, 0.3989, 0.0725], [-1.1309, 0.4949, 1.0773], [-0.2545, 0.8945, -1.4151], [0.5989, -1.0886, -0.7887], [0.4414, -1.8557, -1.5219], [1.2458, -1.3230, 1.1466], [-1.0235, 1.5088, 1.1460], [2.3615, 0.6910, -0.5943], [1.6288, -1.0791, 0.2284], [-2.2685, -0.8923, 0.1294], [-2.8710, 0.8661, -0.0360], [-2.1412, 0.1661, 0.3838], [1.5332, 1.0031, 0.9800], [0.3344, 0.2154, -0.8083]],
  "forces_ev_per_angstrom": [[0.117, 0.719, 0.239], [-0.939, 0.013, 0.173], [0.263, -0.232, -0.094], [-0.007, -0.143, -0.506], [-0.455, -0.649, 0.222], [0.039, -0.061, -0.356], [-0.312, -0.027, 0.231], [0.134, 0.214, 0.356], [0.066, -0.017, -0.208], [-0.109, 0.224, 0.201], [0.109, -0.020, 0.013], [0.085, 0.070, 0.520], [-0.066, -0.037, 0.068], [1.076, -0.053, -0.860]],
  "nbo_charge": [-0.2343, -0.5978, 0.2062, -0.0703, 0.1915, 0.3625, 0.3357, 0.2026, -0.6200, 0.1654, 0.1495, -0.0341, 0.1830, -0.2398]
}